Entry from OMol25: a molecular structure, C21H23FeN2O4 in a non-equilibrium geometry (ωB97M-V/def2-TZVPD).

Structure (ORCA input):
```
! RIJCOSX wB97M-V def2-TZVPD def2/J DEFGRID3
* xyz 1 5
C 0.50897 -2.79929 1.38881
O -0.41927 -2.05976 0.57940
C -0.37798 -0.68638 0.59404
C -1.49649 -0.03591 -0.03582
C -1.86721 1.24621 0.70988
C -0.85351 1.94191 1.56383
C 0.36363 1.32075 1.75048
C 0.63254 0.03474 1.24413
Fe -1.04590 -0.92766 -2.07724
C -2.33906 0.02216 -2.76221
O -2.89789 1.02703 -2.92891
C -1.46194 -2.51329 -2.58529
O -2.09339 -3.31467 -3.13752
C 0.08698 -0.50245 -3.30387
O 0.56639 -0.15680 -4.30494
H 0.28613 -3.84375 1.17980
H 1.54160 -2.60166 1.08815
H 0.38109 -2.60142 2.45606
H -2.40928 -0.65561 -0.16200
H -2.47028 1.93404 0.10275
H -2.56187 0.82089 1.45033
H -1.04275 2.96918 1.86837
H 1.16860 1.82581 2.30122
H 1.63207 -0.41588 1.38293
C -7.74836 2.19549 3.67835
C -6.71915 2.38231 2.56911
C -5.34098 2.65002 3.08468
C -5.12453 3.05850 4.42176
N -6.17561 3.19271 5.28813
C -7.54676 3.18606 4.80840
C -6.00892 3.79653 6.58910
C -4.69697 3.39224 7.23387
C -3.49751 3.56838 6.29798
C -3.78781 3.20941 4.87939
C -2.75198 2.90977 3.99187
N -2.97321 2.52086 2.75255
C -4.22346 2.39575 2.28268
H -8.76114 2.29385 3.28288
H -7.65587 1.18693 4.08603
H -6.69439 1.47058 1.96185
H -7.04043 3.19382 1.89786
H -7.83305 4.19458 4.46427
H -8.19947 2.94196 5.65801
H -6.05708 4.89432 6.51197
H -6.85425 3.48782 7.21622
H -4.54954 3.96721 8.15126
H -4.76369 2.33810 7.51850
H -3.12757 4.60472 6.36725
H -2.68286 2.92847 6.66372
H -1.70599 2.99305 4.32163
H -4.36065 2.06315 1.25291
*
```

Computed properties:
HOMO-LUMO gap (alpha / beta): 5.90 / 2.66 eV
Expectation value of S²: 6.105
E_LUMO (alpha / beta): -3.3 / -7.1 eV
E_tot: -67695.361 eV
HOMO level (alpha / beta): -9.18 / -9.77 eV
ΔE to the lowest compared entry with this formula, charge and spin: 7.36 kcal/mol
Maximum force: 4.398 eV/Å

=====

Entry from OMol25: a molecular structure, C21H23IN2O2Zn (ωB97M-V/def2-TZVPD).

Structure (ORCA input):
```
! RIJCOSX wB97M-V def2-TZVPD def2/J DEFGRID3
* xyz 0 1
Zn 0.67418 -0.13331 0.13841
C -2.03673 1.81310 1.02385
C -1.33025 1.45091 2.22477
C 0.01963 1.48486 1.97138
C 0.21730 1.82325 0.55564
C -1.12368 2.06706 0.03548
C -1.44858 2.53966 -1.35290
C 1.37727 2.73233 0.17307
C 1.13372 1.35162 2.97286
C -1.97948 1.12209 3.53566
C -3.52860 1.86185 0.86427
H -2.12256 3.39884 -1.32613
H -1.94936 1.77647 -1.96036
H -0.55180 2.84178 -1.89397
H 1.29139 3.69248 0.69241
H 1.39264 2.93737 -0.89809
H 2.34210 2.29570 0.43020
H 1.30482 2.29769 3.49577
H 2.07187 1.06662 2.49654
H 0.90903 0.60411 3.73743
H -2.25452 2.02580 4.08689
H -1.31302 0.54489 4.17896
H -2.89760 0.54290 3.40160
H -3.83822 1.50301 -0.12202
H -3.91723 2.87922 0.96627
H -4.03807 1.24988 1.61161
O 4.39527 -1.66789 0.31882
C 3.21180 -1.41251 0.21742
O 2.62202 -0.29481 0.42673
C 2.28076 -2.53347 -0.23431
C 2.72549 -3.84652 -0.27038
C 1.85262 -4.83356 -0.68213
C 0.57083 -4.47373 -1.07803
C 0.20664 -3.14496 -1.01497
N 1.03693 -2.18728 -0.58203
H 3.74594 -4.04399 0.02366
H 2.16158 -5.87064 -0.70055
H -0.13793 -5.20849 -1.43299
H -0.77997 -2.82984 -1.32505
I -4.85478 -1.50713 -2.08426
C -3.51213 -1.69912 -0.51099
C -3.77423 -2.53911 0.55899
C -2.84740 -2.60104 1.58708
C -1.70045 -1.83081 1.50098
N -1.44823 -1.03436 0.46484
C -2.33632 -0.96530 -0.52252
H -4.68006 -3.12916 0.59050
H -3.01366 -3.23449 2.44722
H -0.95860 -1.83706 2.29088
H -2.10317 -0.29631 -1.34158
*
```

Computed properties:
HOMO-LUMO gap: 6.95 eV
E_LUMO: -0.2 eV
E_tot: -85745.092 eV
HOMO level: -7.10 eV
ΔE to the lowest compared entry with this formula, charge and spin: 17.76 kcal/mol
Maximum force: 0.391 eV/Å

=====

> Which value of ΔE to the lowest compared entry with this formula, charge and spin does entry 1 give?

7.36 kcal/mol